Record 1
{"formula": "C52H58AsN2OP2S5Zn", "method": "ωB97M-V with the def2-TZVPD basis set", "elements": ["As", "Zn", "S", "S", "S", "S", "S", "P", "P", "O", "N", "N", "C", "C", "C", "C", "C", "C", "C", "C", "C", "C", "C", "C", "C", "C", "C", "C", "C", "C", "C", "C", "C", "C", "C", "C", "C", "C", "C", "C", "C", "C", "C", "C", "C", "C", "C", "C", "C", "C", "C", "C", "C", "C", "C", "C", "C", "C", "C", "C", "C", "C", "C", "C", "H", "H", "H", "H", "H", "H", "H", "H", "H", "H", "H", "H", "H", "H", "H", "H", "H", "H", "H", "H", "H", "H", "H", "H", "H", "H", "H", "H", "H", "H", "H", "H", "H", "H", "H", "H", "H", "H", "H", "H", "H", "H", "H", "H", "H", "H", "H", "H", "H", "H", "H", "H", "H", "H", "H", "H", "H", "H"], "xyz": [[14.52899, 17.09761, 12.61592], [16.33808, 14.46021, 11.60628], [15.76013, 12.87338, 10.08274], [15.76102, 10.50999, 19.23210], [18.68446, 14.72118, 11.21760], [17.51218, 11.98876, 9.67630], [19.19446, 13.05873, 10.26567], [14.64253, 14.60622, 15.48530], [16.29358, 12.86864, 13.61397], [18.03855, 16.80218, 13.78945], [15.58616, 16.21569, 11.21355], [15.52428, 13.08227, 15.19528], [16.56727, 11.49536, 16.82677], [14.65919, 19.00402, 12.12760], [17.06475, 16.75384, 17.79686], [16.98138, 9.80073, 20.31928], [15.75703, 11.15231, 13.32825], [15.81486, 15.40796, 19.38631], [14.14084, 19.49049, 10.89343], [16.80656, 16.32204, 19.08712], [20.14310, 13.41356, 15.23604], [14.45426, 11.02222, 12.79718], [15.25190, 12.02318, 16.22209], [18.76396, 13.43051, 15.04924], [15.98357, 19.49545, 14.30860], [16.86265, 17.08988, 7.81776], [16.15474, 16.55964, 8.87422], [12.18133, 18.86498, 14.26122], [15.91930, 8.71829, 13.27791], [18.85584, 11.91577, 13.17356], [14.57640, 8.58882, 12.93563], [14.19996, 20.84381, 10.68510], [17.26155, 17.97560, 10.45637], [14.80678, 21.78457, 11.49717], [14.88260, 23.22027, 11.16387], [12.58417, 14.98863, 11.14212], [15.42541, 19.84359, 12.94289], [11.85328, 16.27184, 11.49790], [20.90964, 12.62142, 14.36303], [12.30287, 14.83477, 16.80101], [12.96412, 14.06222, 15.83479], [20.29304, 11.86148, 13.36892], [10.94625, 14.59845, 17.04269], [8.36594, 17.68654, 11.11408], [13.52577, 18.58344, 9.80523], [10.21153, 13.69899, 16.28674], [17.99058, 18.52791, 9.39128], [11.65403, 18.12430, 13.03681], [13.84775, 9.76585, 12.69087], [16.48663, 10.11780, 17.55695], [10.35305, 18.32286, 12.59757], [10.89296, 13.06575, 15.26098], [17.86684, 18.01259, 8.09379], [15.13176, 14.82488, 18.32386], [16.41575, 9.99598, 13.64535], [16.28498, 16.93510, 10.22741], [18.10501, 12.69730, 14.03277], [16.40702, 16.15031, 16.72332], [15.40474, 15.20309, 16.94777], [12.44787, 17.11654, 12.48298], [10.58216, 16.50697, 11.03390], [9.77094, 17.48053, 11.61976], [15.46940, 21.23871, 12.63051], [12.25842, 13.18884, 15.02975], [9.15626, 13.60485, 16.36108], [10.21499, 15.96893, 10.22284], [18.16779, 14.12772, 15.72244], [13.31072, 15.12070, 10.31340], [10.35869, 12.35641, 14.59397], [14.37307, 14.10262, 18.58045], [13.91414, 11.87932, 12.61736], [18.48186, 18.39135, 7.28425], [16.89796, 20.08734, 14.45107], [12.81319, 9.76408, 12.48055], [16.55902, 7.85757, 13.38878], [17.49410, 16.70010, 19.87402], [17.88994, 9.80150, 19.73586], [11.84603, 14.16464, 10.85716], [15.55181, 23.40042, 10.24625], [17.48772, 9.72257, 17.63899], [18.37558, 11.22866, 12.46492], [12.76601, 12.64333, 14.22319], [15.41265, 15.75911, 8.64548], [17.26004, 11.46651, 15.97876], [14.60690, 12.39663, 17.02071], [16.65977, 8.77258, 20.56800], [16.91509, 12.26374, 17.54562], [12.78942, 15.71136, 17.17730], [15.26693, 19.86475, 15.05538], [15.54441, 15.08752, 20.36956], [14.73523, 11.12941, 15.73169], [15.82989, 9.38346, 17.07816], [17.48624, 10.06240, 14.01313], [17.04812, 10.29873, 21.30824], [13.91500, 23.76050, 10.94329], [8.34573, 18.43550, 10.26998], [18.76640, 19.31017, 9.63537], [18.71178, 17.45005, 14.01110], [7.74757, 18.07435, 11.93820], [21.98665, 12.58697, 14.49512], [11.40860, 19.36274, 14.81023], [17.78225, 17.58954, 17.60109], [13.62342, 17.51466, 10.01574], [9.73268, 19.13049, 13.02738], [16.27685, 18.44358, 14.40807], [15.34609, 23.69950, 12.10648], [20.76003, 14.10411, 15.90344], [7.88914, 16.83815, 10.69313], [18.50519, 16.07588, 13.23824], [20.87965, 11.39992, 12.55422], [13.93283, 18.85293, 8.80519], [12.71910, 18.19602, 14.91486], [17.46334, 18.35557, 11.47241], [16.65766, 16.83037, 6.78916], [12.44001, 18.81247, 9.78599], [13.09319, 14.51727, 12.02062], [12.94185, 19.64413, 14.08316], [14.06056, 7.65713, 12.96972], [16.05007, 21.82176, 13.32589], [10.44124, 15.10298, 17.86312], [16.62182, 16.48193, 15.75348], [13.65807, 21.23039, 9.81848]], "lowdin_charge": [1.299, 0.042, -0.024, 0.776, 0.055, -0.140, -0.112, 0.993, 1.015, -0.132, -0.360, -0.426, -0.273, -0.326, -0.080, -0.453, -0.378, -0.091, -0.244, -0.110, -0.098, -0.122, -0.262, -0.115, -0.085, -0.107, -0.087, -0.052, -0.064, -0.194, -0.078, -0.047, -0.057, -0.297, -0.085, -0.088, -0.306, -0.307, -0.110, -0.102, -0.386, -0.082, -0.085, -0.069, -0.036, -0.094, -0.106, -0.283, -0.059, -0.421, -0.020, -0.093, -0.124, -0.072, -0.099, -0.457, -0.396, -0.116, -0.370, -0.263, -0.038, -0.263, -0.010, -0.088, 0.089, 0.096, 0.111, 0.057, 0.111, 0.093, 0.045, 0.084, 0.073, 0.088, 0.095, 0.108, 0.017, 0.095, 0.100, 0.065, 0.072, 0.089, 0.101, 0.070, 0.083, 0.027, 0.097, 0.094, 0.082, 0.095, 0.125, 0.067, 0.119, 0.040, 0.084, 0.094, 0.106, 0.033, 0.074, 0.091, 0.061, 0.118, 0.035, 0.117, 0.017, 0.092, 0.121, 0.051, -0.016, 0.102, 0.093, 0.060, 0.096, 0.093, 0.085, 0.054, 0.068, 0.089, 0.096, 0.099, 0.042, 0.121], "total_energy_ev": -241904.79625, "largest_force_ev_per_a": 3.53, "homo_lumo_gap_ha": 0.1993, "homo_ha": -0.123, "charge": -1}

---

Record 2
{"formula": "C52H58N4O5P2PdS", "method": "ωB97M-V with the def2-TZVPD basis set", "elements": ["Pd", "S", "P", "P", "O", "O", "O", "O", "O", "N", "N", "N", "N", "C", "C", "C", "C", "C", "C", "C", "C", "C", "C", "C", "C", "C", "C", "C", "C", "C", "C", "C", "C", "C", "C", "C", "C", "C", "C", "C", "C", "C", "C", "C", "C", "C", "C", "C", "C", "C", "C", "C", "C", "C", "C", "C", "C", "C", "C", "C", "C", "C", "C", "C", "C", "H", "H", "H", "H", "H", "H", "H", "H", "H", "H", "H", "H", "H", "H", "H", "H", "H", "H", "H", "H", "H", "H", "H", "H", "H", "H", "H", "H", "H", "H", "H", "H", "H", "H", "H", "H", "H", "H", "H", "H", "H", "H", "H", "H", "H", "H", "H", "H", "H", "H", "H", "H", "H", "H", "H", "H", "H", "H"], "xyz": [[-0.94685, 0.80706, 0.21186], [-1.25182, 5.10108, 6.60135], [-2.70738, -0.15890, -0.79591], [1.24357, 0.26458, 0.91341], [-1.65088, 4.71115, 7.95165], [0.17271, 5.39953, 6.47502], [1.01863, -2.13166, -0.44708], [1.99579, -2.41790, -2.45931], [-2.11480, 6.10453, 5.98300], [3.79944, -4.42325, -2.02176], [-0.11748, 2.93784, 0.55310], [1.55492, 1.80432, 1.69270], [-1.94226, 0.16135, 3.25376], [0.61055, 5.32344, 1.73908], [1.56456, -4.31471, -1.09567], [5.00325, -4.17372, -1.35942], [-0.43334, 5.29513, 0.81094], [6.45160, -4.27647, 0.56106], [-1.60140, 1.21816, 5.42985], [5.20294, -0.09103, -0.19019], [-2.44337, -2.43976, 0.72840], [-1.46150, 2.36492, 6.19725], [-1.21033, -1.14985, -2.88129], [-4.43639, 0.53458, -0.51130], [2.75148, 0.45035, -1.36455], [-2.61374, -3.76436, 1.10663], [8.23498, -2.29983, -2.11818], [0.48000, -4.94972, -0.50060], [-2.97534, -1.95257, -0.46184], [1.46774, -0.99374, 4.81796], [-1.82833, 2.57300, 3.46766], [0.52920, -6.29353, -0.17486], [1.97684, -2.27900, 4.71892], [4.04729, -0.11694, 0.57478], [-1.78642, 1.30542, 4.04987], [-3.82291, -4.17738, -0.91952], [-4.65982, 0.45134, 1.00264], [2.08429, -2.04133, 2.32347], [-0.75095, 4.07538, 0.25533], [2.81567, 0.16304, -0.00528], [1.27353, -0.23108, 3.67407], [-3.66612, -2.84834, -1.27976], [5.70356, -3.01205, -3.46504], [-3.30276, -4.63882, 0.28280], [1.68968, -7.02046, -0.42337], [2.71734, -5.05433, -1.36401], [-1.68574, 3.71083, 4.24526], [1.29188, 4.17291, 2.03770], [3.90833, 0.49425, -2.12652], [5.13611, 0.22498, -1.53900], [-1.58843, 1.29804, -2.86110], [7.18381, -3.11703, -1.41446], [2.77751, -6.40422, -1.01854], [-4.41972, 2.01031, -0.91140], [-5.60200, -0.18008, -1.19452], [0.90256, 2.97019, 1.41618], [1.57730, -0.74448, 2.41271], [-3.38312, -0.19581, -3.69004], [1.51251, -2.81045, -1.36776], [7.41475, -3.54138, -0.10856], [5.25074, -4.58948, -0.05026], [2.28444, -2.79729, 3.46730], [5.98936, -3.44502, -2.05489], [-2.27244, -0.06752, -2.64546], [-1.49601, 3.62280, 5.61487], [3.68578, -6.95605, -1.23125], [-4.71451, -0.58473, 1.34362], [-1.63078, -2.15569, -2.85228], [-1.32405, 2.29459, 7.26894], [0.87533, 6.24718, 2.23804], [5.14161, -3.78456, -3.99199], [6.15605, -0.32903, 0.26683], [-1.56465, 3.97332, -0.45414], [-3.86159, 0.93701, 1.56364], [-2.92589, -0.15233, -4.68448], [-5.54408, -0.16071, -2.28136], [1.78536, 0.61518, -1.82631], [4.49059, -5.12851, 0.49753], [2.13440, -2.87449, 5.61048], [-3.42574, -5.67740, 0.56564], [-4.40225, 2.14232, -1.99548], [-5.67080, -1.22022, -0.87305], [2.36956, 1.90336, 2.28128], [-0.32884, -6.77019, 0.28513], [-4.35162, -4.85365, -1.58089], [-3.54603, 2.51110, -0.48708], [-0.76912, -0.99550, -3.87007], [-3.93330, -1.13471, -3.63456], [3.43129, -3.59701, -2.50671], [-2.30488, 2.12245, -2.85306], [5.09027, -2.10559, -3.48694], [-1.57988, 0.32912, 2.30427], [-5.31811, 2.50264, -0.52672], [2.30222, -2.45841, 1.35058], [2.68040, -3.80168, 3.37165], [6.62187, -4.58982, 1.58456], [6.61688, -2.81229, -4.02387], [-4.08479, -2.51345, -2.21840], [2.09005, 4.17088, 2.76852], [0.86053, 0.76382, 3.77447], [-2.18224, -4.11138, 2.03764], [-1.56418, 0.24182, 5.90314], [-4.10171, 0.62289, -3.62842], [-5.60642, 0.94187, 1.24986], [-1.06174, 1.29758, -3.81922], [8.34156, -3.27470, 0.38643], [4.10772, -0.36858, 1.62660], [-1.86948, -1.76746, 1.35397], [1.74307, -8.07062, -0.16069], [-6.53845, 0.31108, -0.90766], [-1.48431, -0.64701, 3.65389], [9.01244, -1.99163, -1.41873], [-0.40793, -1.10575, -2.14093], [-0.99324, 6.18155, 0.55228], [-1.72061, 4.68881, 3.78061], [-0.39380, -4.35294, -0.27659], [1.21076, -0.56857, 5.78069], [6.03899, 0.24291, -2.13790], [-1.96054, 2.65385, 2.39259], [7.81299, -1.39888, -2.56664], [3.84325, 0.70804, -3.18647], [8.71458, -2.86203, -2.92454], [-0.88218, 1.46499, -2.04136]], "lowdin_charge": [0.188, 0.396, 1.003, 1.002, -0.393, -0.389, -0.079, -0.030, -0.389, 0.089, 0.013, -0.113, 0.086, -0.078, -0.054, -0.191, -0.087, -0.100, -0.056, -0.088, -0.097, -0.071, -0.100, -0.690, -0.095, -0.095, -0.062, -0.017, -0.329, -0.094, -0.044, -0.099, -0.107, -0.082, -0.349, -0.092, -0.109, -0.093, -0.160, -0.335, -0.113, -0.109, -0.035, -0.109, -0.109, -0.213, -0.063, -0.014, -0.087, -0.108, -0.128, -0.253, -0.051, -0.109, -0.096, -0.387, -0.330, -0.102, -0.620, -0.087, -0.026, -0.088, -0.170, -0.663, -0.279, 0.110, 0.078, 0.075, 0.104, 0.110, 0.081, 0.097, 0.093, 0.049, 0.081, 0.053, 0.096, 0.101, 0.091, 0.094, 0.060, 0.068, 0.106, 0.089, 0.094, 0.052, 0.086, 0.056, 0.094, 0.061, 0.081, -0.004, 0.081, 0.090, 0.096, 0.095, 0.064, 0.083, 0.113, 0.091, 0.105, 0.100, 0.058, 0.082, 0.079, 0.095, 0.102, 0.070, 0.088, 0.079, 0.072, 0.069, 0.050, 0.092, 0.106, 0.094, 0.099, 0.086, 0.082, 0.064, 0.101, 0.078, 0.022], "total_energy_ev": -103962.69130, "largest_force_ev_per_a": 0.73, "homo_lumo_gap_ha": 0.2376, "homo_ha": -0.097, "charge": -2}